# 1
Density functional theory data (the ωB97M-V functional and the def2-TZVPD basis) for a molecular structure, C16H52BO10V at a distorted geometry.

XYZ file:
```
80
Properties=species:S:1:pos:R:3:lowdin_charge:R:1
O 2.75 -0.19 1.23 -0.313
V 1.20 -0.05 1.58 0.935
O 0.75 -1.39 2.33 -0.287
B 0.17 -0.66 -0.40 -0.391
H -0.41 -1.31 0.34 0.011
H 0.01 0.43 -0.10 -0.005
H 1.30 -0.81 -0.38 0.009
H -0.24 -0.80 -1.46 0.050
C -2.44 -3.27 -1.55 -0.135
O -2.48 -2.37 -0.44 -0.163
H -1.77 -2.87 -2.32 0.078
H -2.08 -4.24 -1.19 0.066
H -3.45 -3.41 -1.94 0.075
H -1.57 -2.04 -0.33 -0.015
C 2.58 -3.56 -0.94 -0.120
O 1.18 -3.45 -1.17 -0.141
H 2.86 -3.13 0.03 0.082
H 2.97 -4.55 -1.13 0.086
H 3.06 -2.90 -1.68 0.078
H 0.92 -2.53 -1.02 0.004
C -1.43 2.07 -3.36 -0.120
O -1.76 1.57 -2.08 -0.128
H -0.36 2.30 -3.45 0.073
H -1.71 1.36 -4.15 0.089
H -2.00 2.98 -3.54 0.082
H -1.24 0.80 -1.84 0.040
C 2.34 3.28 0.77 -0.101
O 1.33 2.26 0.77 -0.196
H 2.44 3.76 -0.21 0.085
H 2.06 4.02 1.52 0.088
H 3.31 2.86 1.01 0.088
H 0.45 2.67 0.67 0.046
C 1.02 -6.22 2.07 -0.060
C -0.27 -5.87 1.35 -0.506
C -0.86 -4.54 1.79 -0.049
O -0.07 -5.87 -0.06 -0.055
H 1.66 -5.33 2.08 0.077
H 1.46 -7.07 1.56 0.078
H 0.83 -6.55 3.10 0.076
H -0.98 -6.66 1.62 0.132
H -0.97 -4.46 2.87 0.083
H -1.78 -4.32 1.25 0.070
H -0.12 -3.76 1.60 0.060
H 0.50 -5.11 -0.23 0.045
C -1.81 1.81 4.40 -0.029
C -1.66 0.70 3.37 -0.453
C -3.00 0.33 2.73 -0.020
O -0.70 1.01 2.36 -0.128
H -2.63 1.64 5.09 0.086
H -2.00 2.75 3.86 0.073
H -0.88 1.98 4.95 0.083
H -1.29 -0.23 3.80 0.137
H -3.30 1.17 2.09 0.082
H -3.73 0.19 3.52 0.087
H -2.91 -0.56 2.12 0.087
H -0.99 1.85 1.95 0.072
C -2.55 4.76 1.33 -0.037
C -1.96 4.18 0.06 -0.437
C -0.86 4.99 -0.63 -0.028
O -1.37 2.89 0.36 -0.120
H -3.05 5.71 1.11 0.084
H -1.85 4.86 2.16 0.081
H -3.26 4.03 1.72 0.076
H -2.72 3.97 -0.70 0.143
H -0.66 4.61 -1.63 0.077
H 0.04 4.95 -0.02 0.068
H -1.12 6.06 -0.66 0.085
H -1.50 2.40 -0.49 0.071
C 3.64 0.86 -2.00 -0.050
C 2.64 1.13 -3.09 -0.521
C 3.23 1.63 -4.39 -0.050
O 1.85 -0.01 -3.40 -0.039
H 4.32 1.71 -1.87 0.082
H 4.23 -0.03 -2.27 0.090
H 3.22 0.66 -1.00 0.050
H 1.99 1.90 -2.65 0.123
H 3.86 0.87 -4.86 0.087
H 3.84 2.53 -4.24 0.079
H 2.42 1.95 -5.04 0.077
H 1.34 -0.25 -2.62 0.035
```

The calculation puts the HOMO energy at -9.23 eV. The total charge is 0. Its energy relative to the best compared isomer or geometry (same formula, charge and spin) is 0.00 kJ/mol. As for the HOMO-LUMO gap: 0.28937 hartree.

---

# 2
Density functional theory data (the ωB97M-V functional and the def2-TZVPD basis) for a gas-phase ion, C16H24NO6 (charge +1).

XYZ file:
```
47
Properties=species:S:1:pos:R:3:lowdin_charge:R:1
C -6.43 -0.67 -2.03 -0.054
C -6.13 -0.81 -0.55 -0.191
H -5.68 -1.79 -0.33 0.126
H -7.04 -0.67 0.05 0.128
O -5.24 0.22 -0.09 0.059
C -3.96 0.03 -0.30 -0.567
O -3.43 -0.93 -0.78 0.159
O -3.30 1.14 0.11 0.141
C -1.93 1.06 0.22 -0.141
C -1.15 2.00 -0.42 0.042
C 0.23 1.94 -0.33 0.005
C 0.82 0.91 0.40 -0.128
C 0.03 -0.02 1.08 0.073
C -1.35 0.05 1.02 -0.189
O -2.20 -0.76 1.68 -0.052
C -1.68 -1.80 2.48 -0.047
H -1.12 -2.52 1.88 0.103
H -2.55 -2.29 2.91 0.103
H -1.05 -1.41 3.28 0.102
H 0.53 -0.78 1.65 0.117
C 2.27 0.77 0.47 -0.392
O 2.83 -0.17 1.05 0.067
O 2.94 1.70 -0.21 0.016
C 4.34 1.95 -0.05 -0.121
H 4.55 2.63 -0.88 0.141
C 5.31 0.76 -0.07 -0.127
H 5.30 0.27 0.90 0.114
H 6.30 1.19 -0.21 0.130
C 5.02 -0.25 -1.18 -0.114
N 4.34 -1.46 -0.64 -0.224
C 5.29 -2.41 -0.06 0.007
H 5.94 -1.91 0.65 0.109
H 4.75 -3.20 0.46 0.114
H 5.90 -2.85 -0.85 0.114
C 3.47 -2.11 -1.63 0.006
H 2.70 -1.43 -1.97 0.111
H 4.06 -2.43 -2.49 0.115
H 2.99 -2.98 -1.18 0.112
H 3.72 -1.08 0.15 0.111
H 5.94 -0.57 -1.68 0.140
H 4.37 0.20 -1.94 0.140
H 4.48 2.50 0.89 0.145
H 0.84 2.67 -0.83 0.122
H -1.64 2.77 -1.00 0.134
H -7.16 -1.42 -2.33 0.082
H -6.82 0.31 -2.25 0.082
H -5.52 -0.83 -2.61 0.077
```

The calculation puts the HOMO energy at -11.33 eV. The total charge is +1. As for the HOMO-LUMO gap: 0.31408 hartree. The SMILES is CCOC(=O)Oc1ccc(C(=O)OCCC[NH+](C)C)cc1OC.

---

# 3
Density functional theory data (the ωB97M-V functional and the def2-TZVPD basis) for C4H8N2O in the gas phase at a distorted geometry.

XYZ file:
```
15
Properties=species:S:1:pos:R:3:lowdin_charge:R:1
N -0.79 1.40 -1.22 0.197
C 0.06 1.20 -0.21 -0.537
O 1.20 1.68 -0.27 -0.009
C -0.48 0.41 1.01 -0.137
N 0.10 -0.92 1.15 -0.117
C 1.23 -0.95 0.18 -0.128
C -0.09 -1.69 -0.06 -0.162
H -0.42 1.90 -2.02 0.125
H -1.75 1.12 -1.19 0.107
H -0.17 1.01 1.87 0.126
H -1.58 0.37 0.99 0.120
H 1.67 0.26 -0.04 0.153
H 2.00 -1.66 0.47 0.075
H -0.85 -1.37 -0.78 0.087
H -0.16 -2.77 0.13 0.101
```

The calculation puts the HOMO energy at -8.85 eV. The total charge is 0. Its energy relative to the best compared isomer or geometry (same formula, charge and spin) is 347.93 kJ/mol. As for the HOMO-LUMO gap: 0.35274 hartree. The SMILES is NC(=O)CN1CC1.

---

What did the third record say?
Density functional theory data (the ωB97M-V functional and the def2-TZVPD basis) for C4H8N2O in the gas phase at a distorted geometry.

XYZ file:
```
15
Properties=species:S:1:pos:R:3:lowdin_charge:R:1
N -0.79 1.40 -1.22 0.197
C 0.06 1.20 -0.21 -0.537
O 1.20 1.68 -0.27 -0.009
C -0.48 0.41 1.01 -0.137
N 0.10 -0.92 1.15 -0.117
C 1.23 -0.95 0.18 -0.128
C -0.09 -1.69 -0.06 -0.162
H -0.42 1.90 -2.02 0.125
H -1.75 1.12 -1.19 0.107
H -0.17 1.01 1.87 0.126
H -1.58 0.37 0.99 0.120
H 1.67 0.26 -0.04 0.153
H 2.00 -1.66 0.47 0.075
H -0.85 -1.37 -0.78 0.087
H -0.16 -2.77 0.13 0.101
```

The calculation puts the HOMO energy at -8.85 eV. The total charge is 0. Its energy relative to the best compared isomer or geometry (same formula, charge and spin) is 347.93 kJ/mol. As for the HOMO-LUMO gap: 0.35274 hartree. The SMILES is NC(=O)CN1CC1.

---

- What is the total charge in the third record?
  0

---

What did the third record say?
Density functional theory data (the ωB97M-V functional and the def2-TZVPD basis) for C4H8N2O in the gas phase at a distorted geometry.

XYZ file:
```
15
Properties=species:S:1:pos:R:3:lowdin_charge:R:1
N -0.79 1.40 -1.22 0.197
C 0.06 1.20 -0.21 -0.537
O 1.20 1.68 -0.27 -0.009
C -0.48 0.41 1.01 -0.137
N 0.10 -0.92 1.15 -0.117
C 1.23 -0.95 0.18 -0.128
C -0.09 -1.69 -0.06 -0.162
H -0.42 1.90 -2.02 0.125
H -1.75 1.12 -1.19 0.107
H -0.17 1.01 1.87 0.126
H -1.58 0.37 0.99 0.120
H 1.67 0.26 -0.04 0.153
H 2.00 -1.66 0.47 0.075
H -0.85 -1.37 -0.78 0.087
H -0.16 -2.77 0.13 0.101
```

The calculation puts the HOMO energy at -8.85 eV. The total charge is 0. Its energy relative to the best compared isomer or geometry (same formula, charge and spin) is 347.93 kJ/mol. As for the HOMO-LUMO gap: 0.35274 hartree. The SMILES is NC(=O)CN1CC1.